{
  "formula": "C2H3NOS2",
  "method": "ωB97M-V/def2-TZVPD",
  "symbols": ["C", "C", "N", "O", "S", "S", "H", "H", "H"],
  "coordinates": [[-0.2766, 0.6295, -0.1128], [1.0555, 0.0137, -0.2200], [-1.3287, -0.0435, 0.0252], [-2.4435, 0.3921, 0.1261], [1.4987, -1.0457, 1.2285], [-1.1514, -1.8854, 0.1175], [-0.3159, 1.7386, -0.1308], [1.1066, -0.6970, -0.9969], [1.8553, 0.8977, -0.0368]],
  "lumo_ev": [-3.5, -3.5],
  "e_homo_ev": [-9.085, -9.101],
  "energy_ha": -1004.162311,
  "de_lowest_kcal_mol": 141.3,
  "total_charge": 0
}

***

{
  "formula": "C2H3NOS2",
  "method": "ωB97M-V/def2-TZVPD",
  "symbols": ["C", "C", "H", "H", "H", "N", "O", "S", "S"],
  "coordinates": [[-0.3153, -0.6975, 0.7527], [0.3303, -0.8511, -0.6922], [-0.8822, 2.4211, 1.5834], [-0.9048, -1.4471, 1.2983], [1.3340, 0.1571, -2.0536], [-0.4169, 0.4860, 1.3248], [0.5828, 0.2917, -1.2139], [-0.3535, 1.9853, 0.4581], [0.6256, -2.3454, -1.4576]],
  "lumo_ev": -0.8,
  "e_homo_ev": -9.079,
  "energy_ha": -1004.284626,
  "de_lowest_kcal_mol": 64.6,
  "total_charge": 0
}

***

{
  "formula": "C2H3NOS2",
  "method": "ωB97M-V/def2-TZVPD",
  "symbols": ["C", "C", "H", "H", "H", "N", "O", "S", "S"],
  "coordinates": [[-1.2725, -0.4461, -0.1592], [1.0738, -0.4826, -0.0467], [0.6392, 1.8809, 0.7523], [-1.1885, -1.5064, -0.1317], [0.9823, -1.6244, 0.0844], [-0.0978, 0.2177, -0.0379], [0.0814, 1.6161, -0.2073], [-2.7900, 0.2063, -0.1093], [2.5720, 0.1386, -0.1447]],
  "lumo_ev": -1.0,
  "e_homo_ev": -9.052,
  "energy_ha": -1004.265327,
  "de_lowest_kcal_mol": 76.7,
  "total_charge": 0
}

***

{
  "formula": "C2H3NS",
  "method": "ωB97M-V/def2-TZVPD",
  "symbols": ["C", "C", "N", "S", "H", "H", "H"],
  "coordinates": [[-0.8344, -0.4746, -0.5919], [-0.3876, 0.3859, 0.7079], [-0.5851, -1.1914, -1.6118], [-2.1570, -0.1349, 0.4553], [-0.1885, 1.3502, 0.5044], [0.2514, -0.1519, 1.5157], [0.3653, -1.2927, -1.9260]],
  "lumo_ev": 0.7,
  "e_homo_ev": -9.415,
  "energy_ha": -530.876568,
  "de_lowest_kcal_mol": 36.5,
  "total_charge": 0
}

***

{
  "formula": "C2H3NS",
  "method": "ωB97M-V/def2-TZVPD",
  "symbols": ["C", "C", "N", "S", "H", "H", "H"],
  "coordinates": [[1.3630, -1.0251, 0.0856], [-0.4622, 0.7175, 0.0625], [0.6114, -0.1387, 0.1812], [-2.0423, -0.1941, 0.0999], [1.5629, -2.0554, -0.3473], [-0.4895, 1.4431, 0.7737], [-0.5433, 1.2526, -0.8557]],
  "lumo_ev": [-1.5, -1.5],
  "e_homo_ev": [-7.170, -7.169],
  "energy_ha": -530.799890,
  "de_lowest_kcal_mol": 84.6,
  "total_charge": 0
}

***

{
  "formula": "C2H3NS",
  "method": "ωB97M-V/def2-TZVPD",
  "symbols": ["C", "C", "N", "S", "H", "H", "H"],
  "coordinates": [[1.4447, -1.1745, 0.7538], [0.6720, -0.1676, 0.6681], [-1.1249, 0.8074, -0.6947], [-0.3526, 1.1449, 0.8198], [2.1571, -1.9579, 0.6989], [-2.0488, 0.3252, -0.6312], [-0.7475, 1.0226, -1.6147]],
  "lumo_ev": 0.5,
  "e_homo_ev": -8.694,
  "energy_ha": -530.840198,
  "de_lowest_kcal_mol": 59.3,
  "total_charge": 0
}

***

{
  "formula": "C2H3NS2",
  "method": "ωB97M-V/def2-TZVPD",
  "symbols": ["C", "C", "N", "S", "S", "H", "H", "H"],
  "coordinates": [[-2.0819, 0.4706, 0.7693], [-0.4422, 0.0195, -0.8148], [-0.8257, 0.0932, 0.4845], [-5.0540, 0.2341, -0.3375], [-3.2194, -0.4608, -0.0590], [-1.3113, 0.1514, -1.5956], [0.6636, -0.0230, -0.9746], [-0.1756, 0.0594, 1.2459]],
  "lumo_ev": [-1.5, -1.1],
  "e_homo_ev": [-8.011, -8.102],
  "energy_ha": -928.979144,
  "de_lowest_kcal_mol": 86.7,
  "total_charge": 0
}

***

{
  "formula": "C2H3NS2",
  "method": "ωB97M-V/def2-TZVPD",
  "symbols": ["C", "C", "N", "S", "S", "H", "H", "H"],
  "coordinates": [[-0.9171, -0.0542, -0.6174], [1.0579, 0.3617, 0.2871], [0.2448, -0.6186, -0.4180], [-3.5973, -0.7263, 0.0787], [-0.3881, 1.5093, 0.1475], [1.3767, 0.2022, 1.3845], [1.8837, 0.9110, -0.3400], [0.3395, -1.5852, -0.5225]],
  "lumo_ev": [-1.5, -1.6],
  "e_homo_ev": [-8.816, -8.833],
  "energy_ha": -928.935576,
  "de_lowest_kcal_mol": 114.0,
  "total_charge": 0
}

***

{
  "formula": "C2H3NS2",
  "method": "ωB97M-V/def2-TZVPD",
  "symbols": ["C", "C", "N", "S", "S", "H", "H", "H"],
  "coordinates": [[0.0983, 1.0197, -1.0010], [-0.3823, -1.4005, 0.4939], [0.6870, 1.5581, -0.0972], [-1.1320, -0.6938, -0.7716], [0.9753, 1.4686, 1.4795], [-0.0271, 1.4615, -1.9062], [-0.8249, -2.0259, 1.2646], [0.6058, -1.3876, 0.5379]],
  "lumo_ev": [-0.8, -1.5],
  "e_homo_ev": [-8.314, -7.729],
  "energy_ha": -928.994539,
  "de_lowest_kcal_mol": 77.0,
  "total_charge": 0
}

***

{
  "formula": "C2H3NS2",
  "method": "ωB97M-V/def2-TZVPD",
  "symbols": ["C", "C", "N", "S", "S", "H", "H", "H"],
  "coordinates": [[0.6138, -0.6081, 0.0328], [-0.4711, 0.4738, -0.6492], [0.7126, -1.7278, 0.6371], [-1.0670, 0.3202, -2.1407], [-0.3747, 1.9040, 0.3679], [1.5994, -0.1305, -0.4848], [-0.1353, -2.1616, 1.0296], [-1.0170, 2.7823, -0.6029]],
  "lumo_ev": -0.6,
  "e_homo_ev": -8.958,
  "energy_ha": -929.054588,
  "de_lowest_kcal_mol": 39.4,
  "total_charge": 0
}

***

{
  "formula": "C2H3NS3",
  "method": "ωB97M-V/def2-TZVPD",
  "symbols": ["C", "C", "H", "H", "H", "N", "S", "S", "S"],
  "coordinates": [[0.9277, 1.2151, -0.1170], [-1.4360, -0.3540, 0.2232], [0.2475, -1.4947, -0.5382], [1.1896, 2.4603, 0.1791], [-0.6572, -1.0227, 0.9420], [1.8419, 0.2689, 0.1602], [1.7651, -1.3434, -0.3165], [-0.9937, 1.2323, -0.3595], [-2.8849, -0.9617, -0.1732]],
  "lumo_ev": -1.1,
  "e_homo_ev": -9.101,
  "energy_ha": -1327.185651,
  "de_lowest_kcal_mol": 82.2,
  "total_charge": 0
}

***

{
  "formula": "C2H3NaO2",
  "method": "ωB97M-V/def2-TZVPD",
  "symbols": ["O", "C", "H", "C", "H", "H", "Na", "O"],
  "coordinates": [[1.9127, 0.9213, 0.2943], [1.0766, 1.7767, 0.2197], [1.0019, 2.5339, -0.6033], [-0.1211, -1.2787, -0.0498], [0.0038, -1.8089, 0.9100], [0.4935, -1.5847, -0.9125], [-3.3379, -0.1155, 0.3173], [-1.0294, -0.4441, -0.1756]],
  "s_squared": 0.753,
  "lumo_ev": [-4.8, -4.8],
  "e_homo_ev": [-11.676, -15.077],
  "energy_ha": -390.478141,
  "de_lowest_kcal_mol": 0.0,
  "total_charge": 1,
  "multiplicity": 2
}